1.
ORCA calculation (ωB97M-V with the def2-TZVPD basis set) on the molecule C6H12N2O in a non-equilibrium geometry.

largest force on an atom: 2.2 eV/Å
M: 128.17 g/mol
ΔE to the lowest compared entry with this formula, charge and spin: 88.8 kcal per mole
orbital gap: 9.76 eV
SMILES string: C=C1N(O)[C@]1(N)C(C)C
E: -11440.8203 eV

```
21
Properties=species:S:1:pos:R:3:forces:R:3
O -1.73862 1.49622 -1.36705 -0.040 0.265 0.495
N -1.14459 0.34464 -0.77248 -0.952 -0.209 0.620
N 0.23856 1.89767 0.59809 -0.115 0.240 -0.207
C 1.09208 -0.42012 0.14025 -0.530 0.877 -0.340
C -0.12275 0.56171 0.23809 1.523 -1.373 0.840
C -1.43092 0.04683 0.62902 0.291 0.415 -1.708
C -2.33379 -0.39757 1.46521 -0.458 0.061 0.063
C 1.98838 0.06086 -0.99616 0.098 -0.030 0.342
C 0.66426 -1.86570 -0.07007 0.090 0.167 0.213
H -1.59225 1.38046 -2.31402 0.079 -0.218 0.152
H 0.36272 1.99373 1.59893 -0.056 -0.047 -0.091
H 1.54260 -2.50332 -0.15002 0.075 -0.040 -0.061
H -3.38423 -0.40814 1.22264 -0.123 -0.250 -0.253
H 1.62563 -0.32708 1.09170 0.015 0.008 0.017
H -2.06700 -0.76442 2.44383 0.164 0.311 0.223
H 1.46832 -0.04420 -1.94577 -0.030 -0.037 -0.152
H 2.90500 -0.52481 -1.02699 0.076 -0.057 -0.118
H 0.06854 -2.22879 0.76398 -0.117 -0.055 0.030
H 0.08090 -1.95449 -0.98280 -0.066 -0.065 -0.079
H -0.47286 2.55085 0.28474 0.037 -0.040 0.076
H 2.25003 1.10567 -0.85113 0.040 0.076 -0.062
```
Positions in Å, forces in eV/Å.

Mulliken population analysis, charges in e, atoms 1 to 4:
1. O -0.461
2. N -0.190
3. N -0.558
4. C 0.596

=====

2.
ORCA calculation (ωB97M-V with the def2-TZVPD basis set) on the molecule C4H10N4O in a non-equilibrium geometry.

largest force on an atom: 4.5 eV/Å
M: 130.15 g/mol
ΔE to the lowest compared entry with this formula, charge and spin: 117.3 kcal per mole
orbital gap: 10.01 eV
SMILES string: C/N=N/N(C)C(=O)NC
E: -12313.4505 eV

```
19
Properties=species:S:1:pos:R:3:forces:R:3
O -0.82948 -1.13006 1.89875 0.843 -0.320 -0.384
N -1.35375 0.36446 -0.28215 -0.774 -0.569 -3.393
N -0.20204 -0.27132 -0.09677 4.021 -1.022 -0.774
N 1.40710 -0.78165 1.54142 0.622 -0.234 1.534
N -1.65933 0.57193 -1.51632 -0.004 -0.603 2.998
C 2.41998 0.40936 1.41139 -0.835 -1.101 2.049
C 0.07243 -0.78726 1.14585 -1.240 1.381 2.361
C 0.86719 -0.79493 -1.07310 -2.364 -0.930 -2.955
C -3.06296 1.07864 -1.50626 0.609 -2.390 2.502
H 1.35125 -1.92448 -0.70348 -1.694 3.751 -1.220
H 3.09889 0.32497 0.48089 -1.144 -0.006 1.702
H 1.62640 -0.01739 -1.35363 -0.465 -0.855 0.791
H -3.43662 0.90337 -0.44933 0.207 0.511 -1.121
H 1.73666 1.39603 1.35268 2.104 -2.007 0.483
H 3.09395 0.16621 2.53193 -1.927 1.575 -3.795
H -3.68426 0.41645 -2.11245 0.190 0.706 -0.578
H 0.17706 -0.82134 -2.11139 2.055 -0.597 2.577
H -2.98418 2.10117 -1.67420 -0.677 1.768 -0.995
H 1.36172 -1.20415 2.51617 0.473 0.941 -1.783
```
Positions in Å, forces in eV/Å.

Mulliken population analysis, charges in e, atoms 1 to 4:
1. O -0.618
2. N -0.163
3. N 0.481
4. N -0.254

=====

3.
ORCA calculation (ωB97M-V with the def2-TZVPD basis set) on a cluster of 2 separate species, C5H8O in total.

largest force on an atom: 0.4 eV/Å
M: 84.12 g/mol
ΔE to the lowest compared entry with this formula, charge and spin: 66.6 kcal per mole
orbital gap: 10.13 eV
SMILES string: C=C=C.C=CO
E: -7359.3658 eV

```
14
Properties=species:S:1:pos:R:3:forces:R:3
O -2.59296 -1.10349 0.19001 -0.121 -0.120 0.251
C 3.19933 -0.78330 0.54133 0.348 -0.262 -0.066
C 1.12720 0.72451 0.89487 -0.321 0.243 0.046
C -1.99632 0.79473 -1.11996 -0.048 0.098 -0.025
C -2.02312 -0.50543 -0.87964 0.030 0.041 -0.087
C 2.16324 -0.02948 0.71916 -0.007 0.026 0.021
H -1.57124 -1.23387 -1.53712 0.026 -0.048 -0.042
H 0.99852 1.30814 1.79249 0.079 0.062 0.189
H -1.52216 1.18747 -1.99862 0.126 -0.015 -0.221
H 3.21089 -1.81432 0.85610 -0.090 -0.160 0.085
H 0.34624 0.79651 0.15416 -0.067 -0.057 -0.150
H -2.45329 1.50613 -0.45052 -0.103 0.106 0.163
H -2.98234 -0.43380 0.76743 0.047 -0.063 -0.077
H 4.09600 -0.41381 0.07030 0.101 0.149 -0.085
```
Positions in Å, forces in eV/Å.

Mulliken population analysis, charges in e, atoms 1 to 4:
1. O -0.470
2. C -0.610
3. C -0.606
4. C -0.978

=====

4.
ORCA calculation (ωB97M-V with the def2-TZVPD basis set) on the molecule C6H10 in a non-equilibrium geometry.

largest force on an atom: 4.4 eV/Å
M: 82.15 g/mol
ΔE to the lowest compared entry with this formula, charge and spin: 47.0 kcal per mole
orbital gap: 9.53 eV
SMILES string: C=C/C(C)=C\C
E: -6381.8215 eV

```
16
Properties=species:S:1:pos:R:3:forces:R:3
C 1.32585 1.75410 -0.00824 1.293 1.604 0.582
C -0.00042 -0.97348 -0.03694 1.352 -3.866 -1.284
C -0.64865 0.11969 -0.05514 0.971 4.276 0.133
C -2.11972 0.00523 0.02699 0.631 0.668 1.659
C 0.04926 1.43580 -0.09117 -2.430 0.122 0.545
C 1.37677 -1.48894 0.01020 -0.113 -0.492 -0.299
H -2.31156 -0.38690 1.00779 -0.359 -0.420 0.538
H 2.00053 -0.87264 0.59918 1.131 0.662 0.133
H -2.45618 -0.68364 -0.65777 -1.077 -1.450 -1.688
H -0.73529 2.20886 -0.15090 0.828 0.248 -0.003
H -2.68318 0.88937 0.02072 -0.587 1.482 -0.577
H -0.64537 -1.72614 -0.38703 -0.938 -1.813 0.380
H 2.14528 1.03482 0.10687 -0.490 0.389 -0.167
H 1.35544 -2.44389 0.53115 -0.065 -0.197 0.018
H 1.61185 2.85461 0.09405 -0.363 -1.679 -0.454
H 1.73539 -1.72686 -1.00976 0.216 0.465 0.485
```
Positions in Å, forces in eV/Å.

Mulliken population analysis, charges in e, atoms 1 to 4:
1. C -0.767
2. C 0.028
3. C 0.853
4. C -1.580

=====

5.
ORCA calculation (ωB97M-V with the def2-TZVPD basis set) on the molecule C5H11NO2 in a non-equilibrium geometry.

largest force on an atom: 2.2 eV/Å
M: 117.15 g/mol
ΔE to the lowest compared entry with this formula, charge and spin: 16.2 kcal per mole
orbital gap: 10.48 eV
SMILES string: CC[C@@H](C)NC(=O)O
E: -10948.5642 eV

```
19
Properties=species:S:1:pos:R:3:forces:R:3
O -0.81122 -2.08713 0.42967 -0.383 -0.770 -0.111
O 0.95658 -2.47094 -1.02842 0.123 -0.311 -0.162
N 0.27046 -0.41262 -0.62205 -0.161 1.382 0.786
C -0.00256 -1.72106 -0.36940 1.507 1.084 -0.422
C -0.16595 0.66062 0.28686 -2.183 -0.295 -0.441
C -1.73001 0.81227 0.17279 0.517 -0.446 0.509
C 0.48910 1.99998 -0.07023 -0.203 0.163 -0.709
C 1.00957 2.73678 1.15893 -0.245 -0.162 0.898
H 1.04059 -0.08277 -1.17363 0.260 -0.947 -0.308
H -0.31141 2.55610 -0.57732 0.235 0.308 0.339
H 1.35894 2.02943 1.93458 -0.039 0.202 -0.464
H 1.21234 1.94434 -0.90133 0.313 -0.427 0.608
H -2.22910 0.15427 0.88533 0.083 -0.233 -0.203
H 0.20232 3.30123 1.63739 -0.009 -0.098 -0.057
H -0.04255 0.35538 1.32256 0.787 0.013 0.120
H 0.70056 -3.06004 -1.74753 -0.612 -0.003 0.451
H -2.00580 0.49426 -0.83541 -0.281 0.464 0.065
H 1.81133 3.45048 1.01485 0.149 0.060 -0.463
H -2.06771 1.81474 0.45262 0.143 0.018 -0.437
```
Positions in Å, forces in eV/Å.

Mulliken population analysis, charges in e, atoms 1 to 4:
1. O -0.512
2. O -0.505
3. N -0.264
4. C 0.468

=====

6.
ORCA calculation (ωB97M-V with the def2-TZVPD basis set) on a cluster of 8 separate species, H16O8 in total in a non-equilibrium geometry.

largest force on an atom: 1.3 eV/Å
M: 144.12 g/mol
ΔE to the lowest compared entry with this formula, charge and spin: 96.7 kcal per mole
orbital gap: 10.81 eV
SMILES string: O.O.O.O.O.O.O.O
E: -16637.8184 eV

```
24
Properties=species:S:1:pos:R:3:forces:R:3
O 3.96305 -2.57865 0.14185 1.219 0.277 0.021
O 3.52930 2.21898 1.52085 0.413 -0.840 0.956
O -2.73472 -2.06365 -3.30842 -0.207 -0.070 0.103
O 1.70490 -2.24173 -0.49908 -0.759 0.569 0.053
O 2.97588 3.09886 -0.68568 -0.182 0.009 -1.315
O -0.49536 -0.58564 0.25431 -0.166 0.031 0.317
O -4.46480 -1.46897 3.52865 -0.041 -0.078 -0.202
O -4.07902 4.06931 -0.81745 -0.113 -0.173 -0.052
H -0.34481 -1.02572 1.09849 -0.044 0.043 0.101
H -1.32162 -0.10652 0.38368 0.091 0.019 -0.150
H -5.39698 -1.56331 3.30252 0.059 0.042 0.081
H 3.56433 -1.73259 0.37466 0.134 -0.366 0.439
H 4.87348 -2.35513 -0.08209 0.128 -0.145 0.118
H 3.82956 2.66255 -0.58636 -0.129 0.474 -0.393
H 0.97857 -1.64876 -0.27591 -0.219 -0.025 -0.452
H 2.40172 -1.65258 -0.80943 -0.369 -0.408 -0.416
H 2.34359 2.45824 -0.34099 -0.291 0.522 -0.323
H -4.94450 4.10234 -1.24035 0.081 0.062 0.039
H 3.31807 1.72633 0.71981 0.217 -0.195 0.842
H -2.74334 -2.52461 -2.46200 0.118 0.037 -0.074
H -4.00802 -2.00052 2.86698 -0.016 0.022 0.111
H -3.57635 -2.30142 -3.71352 0.098 0.041 -0.028
H -3.85015 3.13307 -0.82447 0.027 0.116 0.003
H 4.47721 2.38016 1.45394 -0.049 0.037 0.222
```
Positions in Å, forces in eV/Å.

Mulliken population analysis, charges in e, atoms 1 to 4:
1. O -0.596
2. O -0.594
3. O -0.632
4. O -0.640